Record 1
# C2H10N2O2

A cluster of 3 separate species, C2H10N2O2 in total at a distorted geometry (ωB97M-V with the def2-TZVPD basis set, the Open Molecules 2025 dataset).

Positions of all 16 atoms, in Å:
1 N 1.92917 -1.09145 0.57193
2 C 0.81139 -1.98241 0.63151
3 C -0.50320 -1.50476 0.70664
4 N -1.62930 -1.89073 -0.13893
5 H 2.11373 -0.80911 -0.40640
6 H 2.82575 -1.37287 1.02511
7 H 0.79544 -3.10506 0.31259
8 H -0.84812 -0.85890 1.47620
9 H -1.48932 -2.78710 -0.62080
10 H -2.35165 -1.96631 0.53504
11 O -0.64741 3.79586 -1.93868
12 H -0.01480 4.55409 -2.08603
13 H -0.09633 3.07875 -1.58893
14 O 0.04038 1.58484 0.52893
15 H 0.71522 1.02155 0.88599
16 H -0.74184 0.99768 0.68542

Calculated values
* ΔE to the lowest compared entry with this formula, charge and spin: 52.77 kcal per mole
* energy: -9309.28116 eV
* SMILES: N/C=C/N.O.O
* gap between HOMO and LUMO: 9.1 eV
* net charge: 0
* largest force on an atom: 0.0655 hartree/bohr
* E_LUMO: 0.0296 Eh



Record 2
# C23H48BiNOP3Se

A structure of composition C23H48BiNOP3Se at a distorted geometry (ωB97M-V with the def2-TZVPD basis set, the Open Molecules 2025 dataset).

Positions of all 78 atoms, in Å:
1 Bi -0.05711 0.37591 -0.32811
2 P 2.55777 -0.82262 0.03092
3 P 0.36091 2.82712 0.79969
4 P 1.28055 0.98392 -2.74193
5 H -2.18396 -1.68807 -1.23432
6 C -1.40850 -1.74379 -2.04201
7 C -0.45950 -2.69092 -1.97602
8 H -0.37866 -3.31292 -1.07416
9 C 2.80205 -2.03769 1.40282
10 C 3.95823 0.28061 0.50209
11 C 3.45349 -1.81486 -1.22844
12 C -1.11436 3.84948 0.37273
13 C 0.49805 2.87003 2.64858
14 C 1.76896 3.81097 0.14460
15 C 1.36191 -0.28882 -4.05552
16 C 3.00458 1.61648 -2.72430
17 C 0.35027 2.32120 -3.55860
18 H -1.49185 -1.03186 -2.90825
19 H 0.30010 -2.81876 -2.76798
20 H 2.05984 -2.84715 1.35254
21 H 2.74640 -1.57160 2.39991
22 H 3.79961 -2.48976 1.28203
23 H 3.74856 0.79882 1.44451
24 H 4.17012 1.02926 -0.26709
25 H 4.84024 -0.35958 0.62904
26 H 2.89756 -2.71931 -1.48874
27 H 4.40784 -2.10595 -0.77039
28 H 3.67227 -1.27441 -2.15283
29 H -1.14226 4.83813 0.86255
30 H -2.01366 3.29224 0.67738
31 H -1.13370 4.01741 -0.71593
32 H 0.29229 3.85077 3.10874
33 H 1.51340 2.56077 2.94986
34 H -0.25269 2.16897 3.04485
35 H 1.84087 4.81569 0.57235
36 H 1.65189 3.91586 -0.94316
37 H 2.69995 3.27578 0.38040
38 H 1.55918 0.23206 -5.00430
39 H 0.41394 -0.83968 -4.13552
40 H 2.18093 -0.99893 -3.86779
41 H 3.21861 2.01358 -3.72914
42 H 3.73622 0.82166 -2.51307
43 H 3.11914 2.42457 -1.98582
44 H 0.76778 2.45405 -4.56266
45 H 0.44918 3.26140 -3.00254
46 H -0.71747 2.06785 -3.62793
47 C -4.42495 0.72484 -2.83390
48 C -4.46104 -0.66331 -3.01479
49 C -5.46021 -1.24147 -3.81217
50 C -6.48526 -0.45737 -4.35899
51 C -6.51982 0.91946 -4.07105
52 C -5.50747 1.50997 -3.30065
53 Se -2.90621 1.57606 -2.02337
54 H -2.02492 0.42815 -1.35657
55 H -3.68280 -1.27496 -2.55402
56 H -5.44366 -2.31457 -4.01042
57 H -7.25615 -0.90849 -4.99726
58 H -7.32832 1.55001 -4.44168
59 H -5.53129 2.58405 -3.07382
60 O -0.57873 -1.12509 1.62462
61 C -0.40227 -1.24204 2.86962
62 C -1.29650 -2.14518 3.68276
63 C -0.60300 -3.26641 4.43453
64 C 0.22178 -2.88575 5.65194
65 C 1.34746 -1.89435 5.41356
66 C 0.87289 -0.52868 4.89081
67 N 0.59737 -0.56837 3.45167
68 H -1.88599 -1.51463 4.36392
69 H -1.96268 -2.59213 2.94007
70 H -1.38153 -3.95319 4.77697
71 H 0.00549 -3.85284 3.74621
72 H -0.45544 -2.45949 6.39238
73 H 0.67905 -3.78683 6.05193
74 H 1.86441 -1.68577 6.36550
75 H 2.13070 -2.28469 4.73598
76 H -0.03060 -0.18620 5.43417
77 H 1.64545 0.22908 5.04228
78 H 1.13527 -0.00770 2.78070

Calculated values
* energy: -127193.91719 eV
* gap between HOMO and LUMO: 5.2 eV
* net charge: +3
* largest force on an atom: 0.0510 hartree/bohr
* E_LUMO: -0.3732 Eh



Record 3
# C31H38NNdO2

A structure of composition C31H38NNdO2 at a distorted geometry (ωB97M-V with the def2-TZVPD basis set, the Open Molecules 2025 dataset).

Positions of all 73 atoms, in Å:
1 O -0.65856 -1.91149 -1.87355
2 C -1.07530 -1.75992 -3.30263
3 C -2.06119 -2.90473 -3.15550
4 H -0.22518 -1.95503 -3.96398
5 H -1.50057 -0.75811 -3.46200
6 C -1.58996 -3.06279 -1.71867
7 H -1.76646 -3.80619 -3.67405
8 H -3.11501 -2.68651 -3.34395
9 C -0.73043 -4.27900 -1.46393
10 H 0.12178 -4.27231 -2.14911
11 H -1.29460 -5.21218 -1.57314
12 H -0.33323 -4.23726 -0.44784
13 C -2.68593 -2.83476 -0.72105
14 H -3.29981 -1.98290 -1.01717
15 H -2.28090 -2.66156 0.27732
16 H -3.31449 -3.73130 -0.68306
17 Nd 0.22554 -0.09163 -0.69608
18 C -1.25532 1.45940 0.96696
19 C -0.80153 2.30822 -0.07175
20 C -1.42713 1.89032 -1.28395
21 H -0.18405 3.19924 0.07151
22 C -2.24981 0.75747 -0.98611
23 C -2.12583 0.48104 0.41214
24 H -2.72463 -0.22710 0.97939
25 H -1.09017 1.62846 2.02803
26 H -1.34321 2.39723 -2.25125
27 H -2.97016 0.28440 -1.65099
28 C 1.46126 -0.14142 1.70639
29 C 0.25283 -0.84111 1.93756
30 C 0.28323 -2.04588 1.18969
31 H -0.49786 -0.58735 2.68503
32 C 1.53523 -2.09997 0.49995
33 C 2.27254 -0.91607 0.82797
34 H 3.30255 -0.68572 0.53949
35 H 1.76040 0.76287 2.23214
36 H -0.42228 -2.86849 1.30295
37 H 1.89255 -2.95682 -0.07220
38 O -1.00304 -3.92789 -5.37408
39 C -1.94142 -5.08854 -5.42626
40 C -1.91304 -5.70304 -6.84199
41 H -2.97100 -4.74647 -5.18040
42 H -1.63742 -5.82575 -4.65355
43 C -1.16524 -4.67236 -7.70075
44 H -2.93334 -5.86863 -7.19243
45 H -1.36200 -6.65214 -6.83395
46 C -0.42990 -3.74768 -6.69483
47 H -1.89976 -4.10098 -8.27562
48 H -0.47561 -5.17763 -8.37191
49 H -0.53299 -2.68970 -6.99496
50 H 0.64331 -4.01660 -6.64555
51 C -0.48855 4.60250 5.34850
52 C -0.30272 3.21638 5.27106
53 C 0.35472 2.65584 4.18379
54 C 0.87972 3.48571 3.15107
55 C 0.67818 4.88902 3.24335
56 C -0.01076 5.43638 4.32581
57 N 1.50749 2.90500 2.08614
58 C 2.60862 3.40674 1.46002
59 C 2.92477 2.95302 0.14416
60 C 4.14579 3.25394 -0.43423
61 C 5.07189 4.06458 0.25186
62 C 4.75032 4.57748 1.51393
63 C 3.53406 4.27480 2.10733
64 H -0.99605 5.03745 6.21347
65 H -0.66497 2.56335 6.06684
66 H 0.52378 1.58177 4.10404
67 H 1.08556 5.51841 2.45159
68 H -0.15346 6.51438 4.36980
69 H 2.17959 2.33958 -0.37476
70 H 4.38280 2.85803 -1.41949
71 H 6.03629 4.29835 -0.19756
72 H 5.46278 5.21756 2.04547
73 H 3.27615 4.65144 3.10066

Calculated values
* energy: -53622.03084 eV
* gap between HOMO and LUMO (spin up / spin down): 4.2 / 4.3 eV
* <S²>: 3.756
* multiplicity: 4
* net charge: 0
* largest force on an atom: 0.0492 hartree/bohr
* E_LUMO (spin up / spin down): -0.0308 / -0.0294 Eh



Record 4
# H8O4

A cluster of 4 separate species, H8O4 in total (ωB97M-V with the def2-TZVPD basis set, the Open Molecules 2025 dataset).

Positions of all 12 atoms, in Å:
1 O -0.39887 1.41157 -0.03243
2 H 0.19972 0.88559 -0.56277
3 H -1.01097 0.77660 0.33958
4 O -0.33486 4.59605 3.69322
5 H 0.26797 5.25419 3.34726
6 H 0.01124 3.76246 3.37451
7 O -1.27017 -3.52271 0.86596
8 H -1.70051 -3.15187 0.09556
9 H -1.88263 -4.18414 1.18787
10 O 2.17444 -2.11921 -3.78166
11 H 2.20153 -1.18583 -3.99215
12 H 1.74316 -2.52268 -4.53495

Calculated values
* ΔE to the lowest compared entry with this formula, charge and spin: 27.34 kcal per mole
* energy: -8319.49051 eV
* SMILES: O.O.O.O
* gap between HOMO and LUMO: 11.8 eV
* net charge: 0
* largest force on an atom: 0.0053 hartree/bohr
* E_LUMO: 0.0156 Eh



Record 5
# C2H7NOSi

A cluster of 2 separate species, C2H7NOSi in total at a distorted geometry (ωB97M-V with the def2-TZVPD basis set, the Open Molecules 2025 dataset).

Positions of all 12 atoms, in Å:
1 C -0.04990 1.31535 0.49957
2 C -0.28599 1.05974 -0.89878
3 N 0.95131 1.47948 1.43013
4 O 1.14224 -2.25695 0.60662
5 Si -0.04194 -2.30897 -0.27846
6 H -1.01582 1.73742 1.03181
7 H -0.32612 0.34606 0.91607
8 H -1.17047 0.49007 -1.14721
9 H 0.51046 1.06184 -1.53163
10 H 1.95250 1.51737 1.07088
11 H -1.61110 -2.32470 0.04207
12 H -0.05517 -2.11670 -1.74107

Calculated values
* ΔE to the lowest compared entry with this formula, charge and spin: 152.11 kcal per mole
* energy: -13596.86025 eV
* gap between HOMO and LUMO (spin up / spin down): 8.6 / 8.2 eV
* net charge: 0
* largest force on an atom: 0.0819 hartree/bohr
* E_LUMO (spin up / spin down): -0.0229 / -0.0167 Eh



Record 6
# C22H24Cl2N2O6S

The molecule C22H24Cl2N2O6S at a distorted geometry (ωB97M-V with the def2-TZVPD basis set, the Open Molecules 2025 dataset).

Positions of all 57 atoms, in Å:
1 C -5.52894 -0.92176 1.59839
2 O -4.65659 -1.28097 0.55573
3 C -3.65878 -0.41148 0.19822
4 C -3.45359 0.80638 0.83015
5 C -2.42480 1.67093 0.47527
6 C -1.57381 1.30693 -0.55825
7 C -1.78183 0.10426 -1.21279
8 C -2.79727 -0.77415 -0.85617
9 O -2.80900 -1.92673 -1.58250
10 C -3.86802 -2.85336 -1.48076
11 C -0.43563 2.20264 -0.98463
12 N -0.13639 3.17242 0.03791
13 C 0.99542 3.21459 0.76304
14 O 1.16738 3.96367 1.70264
15 C 2.09899 2.27870 0.32765
16 C 2.30624 1.08221 0.99804
17 C 3.38624 0.27043 0.69855
18 S 3.53750 -1.26443 1.65570
19 O 2.69155 -1.10006 2.79679
20 O 4.92018 -1.56737 1.84259
21 N 2.88065 -2.48500 0.75971
22 C 3.61019 -3.06272 -0.34455
23 C 3.10839 -2.50549 -1.68123
24 O 1.71025 -2.65438 -1.80208
25 C 1.02425 -1.99723 -0.76015
26 C 1.44559 -2.54476 0.60644
27 C 4.30042 0.67122 -0.26512
28 Cl 5.67819 -0.28253 -0.62690
29 C 4.11379 1.86644 -0.95034
30 C 3.01553 2.65738 -0.65307
31 Cl 2.77629 4.13134 -1.50397
32 C -1.30133 3.90613 0.48418
33 C -2.22924 2.95427 1.23768
34 H -6.22611 -1.75341 1.68991
35 H -6.08581 -0.00910 1.36355
36 H -4.99555 -0.79263 2.54537
37 H -4.10208 1.10467 1.63839
38 H -1.14244 -0.18786 -2.03093
39 H -3.65213 -3.60996 -2.23488
40 H -3.90472 -3.32077 -0.49505
41 H -4.83222 -2.38910 -1.69691
42 H -0.71509 2.73738 -1.90386
43 H 0.45007 1.60384 -1.20472
44 H 1.63833 0.76821 1.78498
45 H 4.66680 -2.85079 -0.19063
46 H 3.45441 -4.14722 -0.32312
47 H 3.54419 -3.05775 -2.51503
48 H 3.37560 -1.44186 -1.77286
49 H -0.03741 -2.17259 -0.93875
50 H 1.22961 -0.91446 -0.80207
51 H 1.00333 -1.97441 1.42151
52 H 1.13811 -3.59313 0.68842
53 H 4.82503 2.17498 -1.69919
54 H -1.80488 4.32097 -0.39343
55 H -0.96608 4.71751 1.13150
56 H -1.78214 2.72316 2.20949
57 H -3.19061 3.43677 1.42215

Calculated values
* ΔE to the lowest compared entry with this formula, charge and spin: 0.00 kcal per mole
* energy: -74347.85388 eV
* SMILES: COc1cc2c(cc1OC)CN(C(=O)c1cc(S(=O)(=O)N3CCOCC3)c(Cl)cc1Cl)CC2
* gap between HOMO and LUMO: 8.5 eV
* net charge: 0
* largest force on an atom: 0.0200 hartree/bohr
* E_LUMO: 0.0081 Eh